A structure of composition C36H40N6O6PtS. Source: the OMol25 dataset; level of theory: wB97M-V/def2-TZVPD.

```
90
Properties=species:S:1:pos:R:3:forces:R:3
Pt -1.07422 0.44761 -0.37567 -1.8 2.1 -1.4
C 5.84039 1.22513 0.28697 0.0 -0.1 0.1
C 5.42872 0.18624 1.29685 0.0 0.1 0.0
C 6.35050 -0.35763 2.18330 0.0 -0.1 0.0
C 5.98328 -1.32095 3.11327 0.0 0.0 0.0
C 4.67082 -1.76453 3.15383 0.0 0.0 0.0
C 3.73438 -1.24449 2.27311 -0.1 -0.1 -0.1
C 4.10471 -0.26174 1.35785 0.0 0.0 0.1
N 3.18255 0.27628 0.42793 0.1 0.0 -0.1
C 1.84764 0.52209 0.59676 0.4 0.4 0.1
N 1.44139 0.63760 1.86782 -0.1 -0.1 0.1
C 0.13827 0.65195 2.40505 0.0 -0.1 0.0
C -1.00882 0.55704 1.63185 -0.4 0.2 -0.5
C -2.24419 0.50328 2.26478 -0.1 0.0 0.2
C -2.33637 0.57878 3.64297 0.0 0.0 0.1
C -1.18442 0.70559 4.40480 0.0 0.0 0.0
C 0.06242 0.73687 3.80394 0.0 0.0 0.1
C 1.31121 0.86656 4.64149 -0.1 0.0 -0.1
N 1.07569 0.77934 -0.41984 -0.8 -0.8 -0.2
C 1.63360 0.60880 -1.72174 0.2 -0.1 -0.1
C 2.00671 -0.66678 -2.15745 0.2 0.0 0.1
C 2.59443 -0.83896 -3.40525 0.0 0.0 0.1
C 2.79598 0.26202 -4.22436 0.0 0.0 0.0
C 2.40060 1.52131 -3.79633 0.0 0.0 0.0
C 1.82674 1.72576 -2.54381 0.0 0.1 0.1
C 1.46298 3.10028 -2.05692 0.0 0.0 -0.1
H 6.86849 1.53498 0.46278 0.0 0.0 0.0
H 5.20020 2.10806 0.34201 0.0 0.0 0.0
H 5.78026 0.83594 -0.73426 0.0 0.0 0.0
H 7.37829 -0.01443 2.14371 0.0 0.0 0.0
H 6.72137 -1.73276 3.78965 0.0 0.0 0.0
H 4.37274 -2.52945 3.86069 0.0 0.0 0.0
H 2.71953 -1.62578 2.27281 0.0 0.0 0.0
H 3.52174 0.41674 -0.50995 0.0 0.0 0.0
H 2.17865 0.57602 2.54831 0.0 0.0 0.0
H -3.14769 0.40736 1.67981 0.1 0.0 0.1
H -3.30699 0.53797 4.12252 0.0 0.0 0.0
H -1.25287 0.76734 5.48444 0.0 0.0 0.0
H 1.04411 0.98035 5.68986 0.0 0.0 0.0
H 1.90179 1.74174 4.35423 0.0 0.0 0.0
H 1.95313 -0.01743 4.56412 0.0 0.0 0.0
H 1.81771 -1.51086 -1.50490 0.0 0.0 0.0
H 2.88876 -1.82948 -3.72933 0.0 0.0 0.0
H 3.27240 0.14048 -5.18952 -0.1 0.0 0.0
H 2.54811 2.37570 -4.44809 0.0 0.0 0.1
H 1.67550 3.85149 -2.81784 0.0 0.0 0.0
H 2.02098 3.34730 -1.15004 0.0 0.0 0.0
H 0.40446 3.14079 -1.79744 0.0 0.0 0.0
C -3.14393 -0.37081 -4.30543 0.1 0.0 0.1
C -2.69679 0.03386 -2.93699 -0.3 -0.1 -0.2
N -1.48189 -0.03523 -2.55604 0.3 0.5 0.5
O -0.62276 -0.48624 -3.52162 0.2 -0.1 -0.1
C -3.66925 0.52689 -1.97870 0.2 0.1 -0.4
C -5.13460 0.57705 -2.27407 0.1 0.0 0.0
N -3.21579 0.91855 -0.83340 -0.2 -1.0 1.1
O -3.95481 1.36073 0.06477 0.1 0.2 -0.2
H -2.39711 -1.00179 -4.77299 0.0 0.0 0.0
H -3.28089 0.51834 -4.92521 0.0 0.0 0.0
H -4.08934 -0.90602 -4.24600 0.0 0.0 0.0
H 0.22930 -0.55531 -3.06662 0.1 0.0 -0.1
H -5.32315 0.96569 -3.27588 0.0 0.0 0.0
H -5.62146 1.21067 -1.53877 0.0 0.0 0.0
H -5.55807 -0.42676 -2.19164 0.0 0.0 0.0
C -1.04442 3.87285 1.10033 0.2 0.1 -0.5
C -2.00210 3.44234 -0.01562 -0.9 -0.4 1.7
C -2.68938 4.62309 -0.69922 0.2 -0.2 -0.3
O -1.45700 2.59444 -0.93253 1.3 -1.2 -0.5
H -1.55837 4.51113 1.82142 0.0 0.0 0.0
H -0.20001 4.42385 0.67126 0.0 0.0 0.1
H -0.65919 2.99444 1.61755 0.0 0.1 0.0
H -2.82877 2.87294 0.49166 0.3 0.4 -0.1
H -1.94942 5.23286 -1.22633 -0.1 0.0 0.0
H -3.19836 5.23911 0.04330 0.0 0.0 0.0
H -3.42179 4.26466 -1.42520 0.0 0.0 0.0
O -4.48390 -2.46095 -1.09630 0.0 0.1 0.0
S -3.68577 -2.45075 0.10470 -0.2 0.2 -0.1
O -4.31501 -1.99048 1.30841 0.1 0.0 0.1
N -2.26871 -1.67684 -0.16143 1.2 -0.4 0.1
C -1.23023 -2.53875 -0.22216 0.0 0.1 0.0
O -0.06049 -2.19308 -0.41728 -0.1 0.0 0.0
C -1.62667 -3.95977 0.01363 -0.1 -0.1 0.0
C -0.82552 -5.08465 -0.00921 0.1 -0.1 0.0
C -1.41095 -6.31464 0.26907 0.0 0.0 0.0
C -2.76873 -6.40895 0.56642 0.0 0.0 0.0
C -3.57466 -5.27626 0.57687 -0.1 0.1 0.1
C -2.97325 -4.06754 0.29398 0.1 0.1 -0.1
H 0.22796 -4.99896 -0.24694 0.0 0.0 0.0
H -0.80227 -7.21044 0.25815 0.0 0.0 0.0
H -3.20651 -7.37557 0.78292 0.0 0.0 0.0
H -4.63168 -5.33318 0.80637 0.0 0.0 0.0
```
Forces are in eV/Å.

gap between HOMO and LUMO (spin up / spin down)	6.87 / 6.25	eV
energy above the lowest of the compared OMol25 structures with the same formula, charge and spin	275.2	kJ/mol
lowest unoccupied orbital energy (spin up / spin down)	-0.99 / -1.43	eV

Atom charges from the Mulliken analysis, given in e for atoms 1 to 8:
1 Pt 2.218
2 C -1.518
3 C 0.674
4 C -0.721
5 C -0.738
6 C -0.863
7 C -0.283
8 C 0.323

A structure of composition C36H41AlN9O4S3. Source: the OMol25 dataset; level of theory: wB97M-V/def2-TZVPD.

```
94
Properties=species:S:1:pos:R:3:forces:R:3
Al -0.73914 -0.12868 -0.44571 0.3 -0.1 0.1
N 0.91839 -3.80929 1.13241 0.0 0.0 0.0
C 0.42259 -2.59202 0.88192 0.0 0.0 0.0
S -0.73016 -2.42947 -0.40246 -0.1 0.0 -0.1
N 0.84499 -1.61409 1.65688 0.1 0.0 0.0
N 0.32183 -0.41995 1.32020 -0.2 0.1 0.0
C 0.56904 0.60648 2.06288 0.0 0.0 0.0
C 1.36459 0.57636 3.30670 0.0 0.0 0.0
C 1.01407 -0.29330 4.33707 0.0 0.0 0.0
C 1.75283 -0.31240 5.50726 0.0 0.0 0.0
C 2.85587 0.51942 5.64961 0.0 0.0 0.0
C 3.21484 1.37820 4.62200 0.0 0.0 0.0
C 2.46775 1.41426 3.45354 0.0 0.0 0.0
C -0.03490 1.85470 1.55982 0.0 0.0 0.0
C 0.01935 3.06993 2.22282 0.0 0.0 0.0
C -0.58779 4.17203 1.64059 0.0 0.0 0.0
C -1.23667 4.03397 0.42398 -0.1 0.0 0.0
C -1.27896 2.78167 -0.16352 0.0 0.0 0.1
N -0.68645 1.72248 0.39032 0.0 0.1 -0.1
H 0.64944 -4.59532 0.57039 0.0 0.0 0.0
H 1.61044 -3.91681 1.85515 0.0 0.0 0.0
H 0.16743 -0.95564 4.21392 0.0 0.0 0.0
H 1.47367 -0.98371 6.30822 0.0 0.0 0.0
H 3.43742 0.49472 6.56138 0.0 0.0 0.0
H 4.07571 2.02436 4.72816 0.0 0.0 0.0
H 2.74909 2.09342 2.65686 0.0 0.0 0.0
H 0.52671 3.14415 3.17266 0.0 0.0 0.0
H -0.56025 5.12993 2.14354 0.0 0.0 0.0
H -1.74162 4.86338 -0.05117 0.0 0.0 0.0
H -1.81678 2.58999 -1.08149 -0.1 0.0 0.0
N -2.12566 0.15363 -1.50439 -0.1 0.0 -0.3
C -3.10322 0.37159 -2.23681 -0.1 -0.1 0.4
N -3.74742 -0.44275 -3.10809 0.0 0.0 0.0
C -3.27652 -1.81716 -3.26317 0.0 0.0 0.0
C -2.54619 -2.01842 -4.60863 0.0 0.0 0.0
C -2.15601 -0.66752 -5.19644 0.0 0.0 -0.1
C -3.40401 0.18024 -5.46504 0.0 0.0 0.0
C -4.42094 0.04497 -4.31252 0.0 0.0 0.0
H -4.15176 -2.46911 -3.20214 0.0 0.0 0.0
H -2.63007 -2.04293 -2.42174 0.0 0.0 0.0
H -3.19413 -2.54413 -5.31353 0.0 0.0 0.0
H -1.66528 -2.64257 -4.45775 0.0 0.0 0.0
H -1.58428 -0.79858 -6.11610 0.0 0.0 0.0
H -1.50011 -0.15951 -4.48667 0.1 0.1 0.1
H -3.87456 -0.14210 -6.39611 0.0 0.0 0.0
H -3.12590 1.22855 -5.59859 0.0 0.0 0.0
H -5.18792 -0.69170 -4.55651 0.0 0.0 0.0
H -4.93139 0.97673 -4.10564 0.0 0.0 0.0
C -1.26447 4.58682 -3.29634 0.1 0.0 0.0
C -0.47262 3.66428 -4.21822 0.0 0.0 0.0
C -0.02882 2.37302 -3.54785 0.0 0.0 0.0
N 0.93483 2.69031 -2.48848 0.2 0.0 0.0
C 1.53195 1.81961 -1.71397 -0.1 0.0 0.2
S 1.23693 0.12487 -1.81632 0.0 0.0 -0.1
N 2.41463 2.21989 -0.74563 0.0 0.0 -0.1
C 2.74566 3.49644 -0.22074 0.0 0.0 0.0
O 3.01475 3.56256 0.95132 0.0 0.1 0.0
C 2.79399 4.66840 -1.13332 0.0 -0.1 -0.1
C 3.42330 4.58811 -2.37606 -0.1 -0.1 0.0
C 3.49220 5.71241 -3.18280 0.0 0.0 0.0
C 2.92240 6.90610 -2.75792 0.0 0.0 0.0
C 2.30671 6.98857 -1.51589 0.0 0.0 0.0
C 2.25534 5.87453 -0.69393 0.0 0.0 0.0
H -1.53093 5.50955 -3.80997 0.0 0.0 0.0
H -0.68752 4.86994 -2.41043 0.0 0.0 0.0
H -2.18569 4.11071 -2.95898 -0.1 0.0 0.0
H 0.40609 4.18554 -4.61196 0.0 0.0 0.0
H -1.07925 3.39150 -5.08273 0.0 0.0 0.0
H 0.44508 1.69387 -4.25690 0.0 0.0 0.0
H -0.87118 1.85086 -3.09374 -0.1 -0.1 0.0
H 1.18561 3.66546 -2.39728 0.0 0.1 0.0
H 2.67993 1.46400 -0.12618 0.0 0.0 0.0
H 3.86809 3.65471 -2.69979 0.0 0.0 0.0
H 3.99508 5.65987 -4.13873 0.0 0.0 0.0
H 2.96919 7.77980 -3.39384 0.0 0.0 0.0
H 1.87857 7.92454 -1.18410 0.0 0.0 0.0
H 1.80438 5.92659 0.28809 0.0 0.0 0.0
N -3.02734 -1.46811 3.22721 0.0 0.0 0.0
C -3.62242 -0.69878 2.24904 0.0 0.0 0.0
C -4.26890 -1.30108 1.16180 0.0 0.0 0.0
C -4.79637 -0.53141 0.14706 0.0 0.1 0.0
C -4.67521 0.85460 0.19704 0.2 0.0 -0.1
C -4.07729 1.46772 1.28991 0.0 0.0 0.0
C -3.56542 0.69891 2.31589 0.0 0.0 0.0
S -5.07989 1.81368 -1.20739 0.1 0.1 -0.1
O -3.76377 1.65795 -2.14523 0.0 0.0 0.0
O -5.07078 3.20259 -0.87313 0.0 0.0 0.0
O -6.18648 1.22644 -1.88820 0.0 -0.1 0.0
H -2.87306 -1.02295 4.11722 0.0 0.0 0.0
H -3.33656 -2.42317 3.30421 0.0 0.0 0.0
H -4.35408 -2.37986 1.12315 0.0 0.0 0.0
H -5.29783 -0.99300 -0.69276 0.0 0.0 0.0
H -4.04069 2.54719 1.33425 0.1 0.1 0.0
H -3.12648 1.17473 3.18571 0.0 0.0 0.0
```
Forces are in eV/Å.

gap between HOMO and LUMO	7.23	eV
charge	+1
lowest unoccupied orbital energy	-3.44	eV

Atom charges from the natural (NBO) analysis, given in e for atoms 1 to 8:
1 Al 1.627
2 N -0.761
3 C 0.317
4 S -0.289
5 N -0.427
6 N -0.358
7 C 0.275
8 C -0.050

no.,E_tot (a.u.)
1,-2693.16650
2,-3627.23566